1.
This record from the Open Molecules 2025 dataset describes an isolated molecule of C5H11N3O2 at a distorted geometry. The level of theory is ωB97M-V/def2-TZVPD.

Structure (XYZ):
```
21
C5H11N3O2 ωB97M-V/def2-TZVPD
C -3.245 -0.541 -0.014
N -1.940 0.101 -0.581
C -0.830 0.183 0.390
C 0.333 1.060 -0.274
C 1.664 0.571 0.332
N 2.730 1.461 -0.193
C 1.914 -0.845 -0.128
N 0.841 -1.653 0.013
O 0.757 -2.817 -0.288
O -0.306 -1.126 0.713
H -3.536 0.165 0.719
H -4.022 -0.533 -0.766
H -2.986 -1.572 0.327
H -1.560 -0.417 -1.347
H -1.086 0.592 1.356
H 0.066 2.023 0.166
H 0.373 1.178 -1.396
H 1.469 0.619 1.458
H 3.556 0.887 -0.553
H 2.995 2.056 0.602
H 2.813 -1.394 -0.535
```

Properties
HOMO-LUMO gap: 0.3457 Ha
energy relative to the best compared isomer or geometry (same formula, charge and spin): 549.7 kJ/mol
energy: -511.69684 Ha

Results of the natural (NBO) charge analysis, in e, for atoms 1 through 6: C -0.4237; N -0.6296; C 0.2266; C -0.4184; C -0.1020; N -0.8365


2.
This record from the Open Molecules 2025 dataset describes a structure of composition C73H186HgN10O26 at a distorted geometry. The level of theory is ωB97M-V/def2-TZVPD.

Structure (XYZ):
```
296
C73H186HgN10O26 ωB97M-V/def2-TZVPD
Hg 4.012 -0.081 1.595
C 7.512 -1.403 4.362
C 6.759 -1.725 3.100
O 6.122 -0.779 2.293
H 8.260 -0.611 4.351
H 8.170 -2.237 4.605
H 6.884 -1.297 5.247
H 5.969 -2.384 3.461
H 7.258 -2.377 2.382
C 0.693 -0.456 -1.036
C 0.810 0.437 0.293
C 0.243 -0.278 1.483
O 2.122 0.914 0.608
H 1.182 -1.413 -0.856
H 1.163 0.091 -1.853
H -0.278 -0.788 -1.402
H 0.087 1.241 0.156
H -0.736 -0.656 1.190
H 0.152 0.472 2.269
H 0.926 -1.065 1.803
C 6.938 -8.453 -3.115
O 6.999 -8.401 -4.538
C 5.847 -7.705 -5.096
C 5.837 -6.170 -4.694
N 4.937 -5.283 -5.537
C 5.575 -3.999 -5.790
C 4.536 -2.954 -6.309
O 3.407 -2.890 -5.399
C 3.665 -2.145 -4.323
H 6.511 -7.531 -2.719
H 7.961 -8.451 -2.739
H 6.478 -9.330 -2.659
H 4.910 -8.122 -4.728
H 5.915 -7.832 -6.177
H 6.862 -5.843 -4.869
H 5.631 -5.999 -3.638
H 4.062 -5.155 -5.049
H 6.436 -4.221 -6.421
H 5.876 -3.491 -4.874
H 3.972 -3.283 -7.183
H 4.995 -1.969 -6.384
H 3.563 -1.100 -4.615
H 4.614 -2.244 -3.795
H 2.869 -2.327 -3.601
C 0.837 -1.973 -7.798
O 0.802 -0.756 -8.518
C -0.404 -0.054 -8.526
C -1.187 0.075 -7.194
N -2.399 0.862 -7.185
C -3.499 0.644 -8.168
C -4.741 1.159 -7.410
O -5.168 0.414 -6.289
C -6.520 0.798 -5.957
H -0.075 -2.482 -7.484
H 1.385 -1.906 -6.859
H 1.402 -2.650 -8.439
H -1.061 -0.565 -9.230
H -0.151 0.848 -9.084
H -0.540 0.481 -6.416
H -1.361 -0.863 -6.668
H -2.828 0.795 -6.274
H -3.759 -0.399 -8.349
H -3.348 1.225 -9.078
H -5.558 1.095 -8.129
H -4.572 2.235 -7.371
H -6.642 1.881 -5.972
H -6.666 0.489 -4.922
H -7.304 0.237 -6.466
C -6.588 -1.070 -1.971
O -6.285 -0.258 -0.851
C -7.091 0.944 -0.670
C -6.715 1.548 0.667
N -6.755 0.599 1.771
C -5.746 0.732 2.814
C -4.627 -0.110 2.279
O -4.838 -1.454 1.956
C -5.229 -2.192 3.141
H -7.638 -1.325 -2.111
H -6.114 -2.051 -1.991
H -6.151 -0.546 -2.821
H -8.142 0.663 -0.719
H -6.895 1.625 -1.498
H -7.544 2.211 0.912
H -5.807 2.149 0.610
H -6.455 -0.234 1.284
H -6.048 0.309 3.772
H -5.388 1.755 2.922
H -3.766 -0.141 2.946
H -4.311 0.398 1.367
H -6.120 -1.788 3.622
H -4.384 -2.234 3.828
H -5.718 -3.098 2.784
C -8.247 8.749 -4.647
O -6.916 8.296 -4.471
C -6.146 9.057 -3.530
C -4.730 8.551 -3.472
N -4.506 7.481 -2.489
C -5.131 6.216 -2.822
C -4.805 5.198 -1.745
O -3.441 5.124 -1.380
C -3.312 4.271 -0.251
H -8.337 9.663 -5.234
H -8.821 9.016 -3.760
H -8.719 7.924 -5.181
H -6.688 9.082 -2.585
H -6.011 10.103 -3.806
H -4.003 9.299 -3.155
H -4.449 8.150 -4.446
H -3.521 7.258 -2.494
H -4.770 5.824 -3.773
H -6.183 6.325 -3.083
H -5.121 4.217 -2.100
H -5.388 5.494 -0.873
H -2.677 4.643 0.553
H -2.791 3.409 -0.669
H -4.171 3.941 0.333
C 0.945 4.699 -7.752
O 0.016 5.023 -8.762
C -1.284 4.376 -8.688
C -2.079 4.855 -7.419
N -2.050 3.866 -6.388
C -2.693 4.167 -5.138
C -2.390 2.971 -4.218
O -3.189 1.833 -4.524
C -2.962 0.651 -3.692
H 1.904 5.105 -8.074
H 1.105 3.629 -7.612
H 0.722 5.144 -6.782
H -1.339 3.288 -8.651
H -1.865 4.663 -9.564
H -3.103 5.091 -7.710
H -1.589 5.796 -7.168
H -2.362 3.000 -6.803
H -3.753 4.391 -5.264
H -2.090 4.994 -4.765
H -2.746 3.188 -3.211
H -1.323 2.745 -4.208
H -2.867 0.915 -2.639
H -2.140 0.023 -4.036
H -3.827 0.008 -3.859
C -2.827 -2.921 -0.865
O -2.453 -4.213 -0.336
C -3.487 -5.052 0.258
C -4.423 -5.627 -0.806
N -5.459 -6.496 -0.164
C -6.714 -6.502 -0.874
C -7.753 -7.596 -0.394
O -8.200 -7.277 0.875
C -8.921 -8.419 1.479
H -1.958 -2.371 -1.226
H -3.280 -2.275 -0.113
H -3.584 -3.065 -1.635
H -3.997 -4.381 0.949
H -2.963 -5.820 0.828
H -3.817 -6.324 -1.385
H -4.920 -4.938 -1.488
H -5.694 -6.050 0.711
H -6.550 -6.547 -1.951
H -7.107 -5.494 -0.739
H -7.257 -8.557 -0.527
H -8.565 -7.688 -1.114
H -8.363 -9.355 1.525
H -9.912 -8.601 1.062
H -9.172 -8.193 2.515
C 4.637 -0.244 11.258
O 4.099 -0.298 9.925
C 2.783 -1.022 9.879
C 1.930 -0.594 8.666
N 1.456 0.822 8.630
C 0.459 1.261 7.668
C 0.765 2.741 7.554
O 2.089 2.806 6.997
C 2.405 4.082 6.622
H 5.475 0.452 11.245
H 5.075 -1.191 11.574
H 3.992 0.232 11.996
H 2.219 -0.504 10.654
H 2.901 -2.085 10.086
H 1.172 -1.374 8.600
H 2.583 -0.845 7.830
H 2.188 1.506 8.500
H -0.565 1.169 8.031
H 0.711 0.684 6.779
H 0.683 3.234 8.522
H -0.004 3.067 6.853
H 1.818 4.538 5.825
H 3.380 4.003 6.142
H 2.364 4.782 7.457
C 3.355 -3.128 0.821
O 3.955 -1.894 0.417
C 4.822 -2.030 -0.732
C 4.783 -0.581 -1.258
N 5.232 0.478 -0.261
C 4.985 1.848 -0.756
C 6.054 2.326 -1.809
O 5.838 1.872 -3.191
C 5.313 2.787 -4.127
H 3.605 -3.989 0.201
H 2.270 -3.044 0.750
H 3.657 -3.407 1.831
H 4.401 -2.656 -1.519
H 5.833 -2.381 -0.524
H 3.723 -0.557 -1.512
H 5.399 -0.547 -2.156
H 6.241 0.435 -0.276
H 4.942 2.672 -0.044
H 4.019 1.942 -1.254
H 7.037 1.998 -1.469
H 6.061 3.410 -1.701
H 4.626 3.465 -3.621
H 4.710 2.355 -4.925
H 6.090 3.414 -4.564
C -0.344 -4.328 4.126
O -0.425 -3.950 5.466
C -0.469 -5.096 6.346
C 0.859 -5.615 7.026
N 1.529 -4.574 7.853
C 2.949 -4.842 7.951
C 3.262 -5.676 9.209
O 2.683 -5.102 10.383
C 2.981 -5.805 11.510
H 0.674 -4.525 3.789
H -0.563 -3.416 3.572
H -0.942 -5.202 3.867
H -1.020 -5.946 5.943
H -1.153 -4.767 7.128
H 1.558 -5.985 6.276
H 0.559 -6.468 7.635
H 1.245 -4.582 8.822
H 3.449 -3.893 8.145
H 3.507 -5.078 7.045
H 4.348 -5.632 9.286
H 2.971 -6.726 9.204
H 2.885 -6.864 11.270
H 2.277 -5.666 12.330
H 3.978 -5.474 11.802
C 4.480 5.411 3.735
O 5.678 4.664 3.854
C 6.031 3.834 2.711
C 5.786 2.383 3.052
N 4.384 2.012 2.730
C 3.494 1.750 3.842
C 3.676 0.252 4.402
O 3.057 -0.657 3.530
C 2.306 -1.788 4.097
H 4.227 6.008 4.611
H 3.654 4.778 3.411
H 4.546 6.167 2.952
H 7.102 4.039 2.682
H 5.670 4.259 1.775
H 6.081 2.223 4.089
H 6.493 1.812 2.450
H 3.929 2.759 2.225
H 2.469 1.859 3.489
H 3.586 2.419 4.698
H 3.142 0.239 5.353
H 4.731 0.053 4.587
H 3.061 -2.572 4.159
H 1.511 -2.153 3.447
H 1.888 -1.754 5.103
C 1.584 5.647 1.389
C 1.098 4.273 1.556
O 2.314 3.546 1.431
H 2.383 5.933 2.073
H 0.773 6.371 1.467
H 1.912 5.792 0.360
H 0.399 3.882 0.817
H 0.707 4.232 2.573
H 2.048 2.740 0.981
C -0.509 -7.328 -1.802
C -0.002 -5.970 -1.380
O -0.357 -5.697 -0.061
H -0.111 -7.702 -2.745
H -1.591 -7.364 -1.674
H -0.191 -8.020 -1.023
H -0.384 -5.145 -1.981
H 1.065 -5.784 -1.498
H -0.926 -4.924 -0.069
C 2.160 4.913 -3.309
C 3.106 6.066 -3.649
O 2.536 6.675 -4.699
H 2.202 4.006 -3.912
H 1.107 5.196 -3.284
H 2.452 4.553 -2.323
H 4.138 5.785 -3.858
H 3.093 6.867 -2.910
H 1.810 7.264 -4.479
C -2.331 3.923 4.126
C -2.403 5.277 3.488
O -3.640 5.242 2.814
H -2.094 3.133 3.413
H -3.140 3.529 4.741
H -1.633 4.009 4.958
H -1.647 5.372 2.708
H -2.397 6.142 4.152
H -3.645 6.104 2.391
```

Properties
HOMO-LUMO gap: 0.2661 Ha
energy: -5549.19512 Ha

Results of the Mulliken charge analysis, in e, for atoms 1 through 6: Hg 3.0487; C -1.3551; C -0.6050; O -0.4695; H 0.2472; H 0.4347


3.
This record from the Open Molecules 2025 dataset describes a cluster of 2 separate species, C5H12N2 in total at a distorted geometry. The level of theory is ωB97M-V/def2-TZVPD.

Structure (XYZ):
```
19
C5H12N2 ωB97M-V/def2-TZVPD
C -2.419 1.011 0.690
C -1.632 -0.111 0.098
C -0.773 0.091 -0.914
N -1.949 -1.344 0.690
H -2.010 1.310 1.702
H -3.512 0.771 0.797
H -2.435 1.941 0.021
H 0.078 -0.534 -1.129
H -0.790 1.009 -1.472
H -2.787 -1.363 1.259
H -2.079 -2.109 0.015
C 2.354 -0.895 0.407
C 2.756 1.008 -0.926
N 2.381 0.570 0.191
H 3.144 -1.176 1.113
H 2.377 -1.507 -0.503
H 1.449 -1.120 0.967
H 2.645 2.055 -1.310
H 3.202 0.393 -1.696
```

Properties
multiplicity: 2
HOMO-LUMO gap (alpha / beta): 0.3215 / 0.1821 Ha
energy relative to the best compared isomer or geometry (same formula, charge and spin): 268.1 kJ/mol
energy: -306.84913 Ha
total charge: +1

Results of the natural (NBO) charge analysis, in e, for atoms 1 through 6: C -0.7055; C 0.2844; C -0.1283; N -0.6041; H 0.2915; H 0.2591


4.
This record from the Open Molecules 2025 dataset describes a structure of composition C4H5KMgO3 at a distorted geometry. The level of theory is ωB97M-V/def2-TZVPD.

Structure (XYZ):
```
14
C4H5KMgO3 ωB97M-V/def2-TZVPD
K 1.435 0.693 -2.664
O 1.268 -0.661 -0.287
C 1.672 -2.023 -0.077
H 2.336 -2.059 0.793
H 0.799 -2.660 0.105
H 2.195 -2.320 -0.990
C -0.259 2.290 1.179
C -0.302 1.263 0.305
O -0.165 1.163 -0.991
C 0.499 -0.077 0.633
O 0.334 -0.604 1.722
Mg -1.641 -0.595 2.911
H -0.264 2.071 2.246
H -0.186 3.313 0.808
```

Properties
HOMO-LUMO gap: 0.1467 Ha
energy relative to the best compared isomer or geometry (same formula, charge and spin): 0.0 kJ/mol
energy: -1181.07968 Ha

Results of the natural (NBO) charge analysis, in e, for atoms 1 through 6: K 0.9779; O -0.5567; C -0.2595; H 0.2050; H 0.2094; H 0.1783


5.
This record from the Open Molecules 2025 dataset describes a structure of composition C28H20N7O6RuS. The level of theory is ωB97M-V/def2-TZVPD.

Structure (XYZ):
```
63
C28H20N7O6RuS ωB97M-V/def2-TZVPD
Ru 0.064 0.487 -0.575
C 5.427 0.339 -0.309
N 4.524 0.404 0.851
C 4.931 0.489 2.150
C 3.822 0.502 2.922
N 2.721 0.422 2.087
C 3.181 0.374 0.803
S 2.409 0.271 -0.713
C 1.376 0.321 2.581
C 1.166 0.215 3.947
C -0.128 0.100 4.426
C -1.186 0.080 3.531
C -0.890 0.185 2.193
N 0.364 0.313 1.715
H 6.445 0.273 0.061
H 5.322 1.234 -0.918
H 5.201 -0.543 -0.903
H 5.970 0.530 2.433
H 3.758 0.568 3.990
H 1.981 0.203 4.651
H -0.302 0.015 5.490
H -2.210 -0.022 3.863
H -1.688 0.155 1.457
O -4.702 6.235 -1.232
N -3.527 6.068 -1.411
O -2.710 6.912 -1.697
C -3.048 4.657 -1.365
C -3.986 3.707 -1.548
C -3.633 2.321 -1.527
C -4.536 1.271 -1.797
C -4.087 -0.030 -1.787
C -2.751 -0.294 -1.485
N -1.891 0.685 -1.205
C -2.315 1.981 -1.249
C -1.327 2.990 -1.053
N -0.049 2.544 -0.832
C 0.934 3.440 -0.749
C 0.695 4.805 -0.846
C -0.587 5.267 -1.029
C -1.656 4.346 -1.145
H -5.016 4.002 -1.707
H -5.572 1.494 -2.022
H -4.750 -0.852 -2.016
H -2.359 -1.302 -1.468
H 1.935 3.060 -0.599
H 1.524 5.495 -0.782
H -0.780 6.327 -1.100
O 1.998 -2.076 -0.387
C 0.812 -2.387 -0.609
O -0.154 -1.506 -0.696
C 0.449 -3.803 -0.754
C 1.460 -4.746 -0.948
C 1.133 -6.082 -1.085
C -0.198 -6.441 -1.007
C -1.219 -5.531 -0.808
C -0.891 -4.195 -0.682
N -0.554 -7.879 -1.141
O 0.358 -8.645 -1.323
O -1.730 -8.147 -1.114
H 2.492 -4.432 -1.010
H 1.889 -6.836 -1.251
H -2.242 -5.874 -0.755
H -1.670 -3.466 -0.516
```

Properties
multiplicity: 5
HOMO-LUMO gap (alpha / beta): 0.2687 / 0.1845 Ha
energy relative to the best compared isomer or geometry (same formula, charge and spin): 7.5 kJ/mol
energy: -2405.67893 Ha
total charge: +3

Results of the natural (NBO) charge analysis, in e, for atoms 1 through 6: Ru 1.3161; C -0.4244; N -0.2573; C 0.0139; C -0.0105; N -0.3159


Copy entry 5 word for word.
This record from the Open Molecules 2025 dataset describes a structure of composition C28H20N7O6RuS. The level of theory is ωB97M-V/def2-TZVPD.

Structure (XYZ):
```
63
C28H20N7O6RuS ωB97M-V/def2-TZVPD
Ru 0.064 0.487 -0.575
C 5.427 0.339 -0.309
N 4.524 0.404 0.851
C 4.931 0.489 2.150
C 3.822 0.502 2.922
N 2.721 0.422 2.087
C 3.181 0.374 0.803
S 2.409 0.271 -0.713
C 1.376 0.321 2.581
C 1.166 0.215 3.947
C -0.128 0.100 4.426
C -1.186 0.080 3.531
C -0.890 0.185 2.193
N 0.364 0.313 1.715
H 6.445 0.273 0.061
H 5.322 1.234 -0.918
H 5.201 -0.543 -0.903
H 5.970 0.530 2.433
H 3.758 0.568 3.990
H 1.981 0.203 4.651
H -0.302 0.015 5.490
H -2.210 -0.022 3.863
H -1.688 0.155 1.457
O -4.702 6.235 -1.232
N -3.527 6.068 -1.411
O -2.710 6.912 -1.697
C -3.048 4.657 -1.365
C -3.986 3.707 -1.548
C -3.633 2.321 -1.527
C -4.536 1.271 -1.797
C -4.087 -0.030 -1.787
C -2.751 -0.294 -1.485
N -1.891 0.685 -1.205
C -2.315 1.981 -1.249
C -1.327 2.990 -1.053
N -0.049 2.544 -0.832
C 0.934 3.440 -0.749
C 0.695 4.805 -0.846
C -0.587 5.267 -1.029
C -1.656 4.346 -1.145
H -5.016 4.002 -1.707
H -5.572 1.494 -2.022
H -4.750 -0.852 -2.016
H -2.359 -1.302 -1.468
H 1.935 3.060 -0.599
H 1.524 5.495 -0.782
H -0.780 6.327 -1.100
O 1.998 -2.076 -0.387
C 0.812 -2.387 -0.609
O -0.154 -1.506 -0.696
C 0.449 -3.803 -0.754
C 1.460 -4.746 -0.948
C 1.133 -6.082 -1.085
C -0.198 -6.441 -1.007
C -1.219 -5.531 -0.808
C -0.891 -4.195 -0.682
N -0.554 -7.879 -1.141
O 0.358 -8.645 -1.323
O -1.730 -8.147 -1.114
H 2.492 -4.432 -1.010
H 1.889 -6.836 -1.251
H -2.242 -5.874 -0.755
H -1.670 -3.466 -0.516
```

Properties
multiplicity: 5
HOMO-LUMO gap (alpha / beta): 0.2687 / 0.1845 Ha
energy relative to the best compared isomer or geometry (same formula, charge and spin): 7.5 kJ/mol
energy: -2405.67893 Ha
total charge: +3

Results of the natural (NBO) charge analysis, in e, for atoms 1 through 6: Ru 1.3161; C -0.4244; N -0.2573; C 0.0139; C -0.0105; N -0.3159


Q: The lowest energy belongs to which entry?
A: C73H186HgN10O26


Q: What is the energy in the fourth record?
A: -1181.07968 Ha